Entry 1:
Formula: C4H6F3NO2
Source: OMol25
Level of theory: wB97M-V/def2-TZVPD

**SMILES string**: NC(O)=C(F)F.CC(=O)F
**2S+1**: 1
**Energy relative to the best compared isomer or geometry (same formula, charge and spin)**: 31.02 kcal/mol
**Orbital gap**: 9.234 eV

CARTESIAN COORDINATES (ANGSTROEM)
N (0.013, -0.569, 2.435)
C (0.958, 0.066, 1.634)
O (1.358, 1.220, 2.070)
C (1.281, -0.460, 0.436)
F (2.545, -0.231, -0.134)
F (1.003, -1.735, 0.049)
H (-0.409, -1.451, 2.184)
H (-0.692, 0.158, 2.671)
H (2.210, 1.457, 1.617)
C (-0.806, -0.178, -1.923)
C (-0.498, 0.870, -0.905)
O (0.093, 1.878, -0.950)
F (-1.323, 0.633, 0.196)
H (-1.962, -0.007, -2.177)
H (-0.657, -1.157, -1.467)
H (-0.345, -0.027, -2.910)

***

Entry 2:
Formula: C45H111N5O6
Source: OMol25
Level of theory: wB97M-V/def2-TZVPD

**SMILES string**: CCN(CC)CC.CCN(CC)CC.CCN(CC)CC.CCN(CC)CC.CCN(CC)CC.C1CCOC1.C1CCOC1.C1CCOC1.CO.CO.CO
**2S+1**: 1
**Energy relative to the best compared isomer or geometry (same formula, charge and spin)**: 32.77 kcal/mol
**Orbital gap**: 8.607 eV

CARTESIAN COORDINATES (ANGSTROEM)
C (-3.807, 1.336, -1.740)
C (-5.006, 1.754, -2.605)
N (-5.759, 2.878, -2.051)
C (-4.999, 4.131, -2.122)
C (-4.769, 4.625, -3.563)
C (-6.173, 2.601, -0.649)
C (-7.361, 3.461, -0.361)
H (-3.300, 0.562, -2.315)
H (-3.926, 0.869, -0.762)
H (-3.040, 2.100, -1.608)
H (-4.568, 2.018, -3.568)
H (-5.598, 0.872, -2.849)
H (-5.504, 4.919, -1.564)
H (-4.042, 4.012, -1.614)
H (-5.547, 4.304, -4.256)
H (-4.730, 5.713, -3.612)
H (-3.861, 4.188, -3.979)
H (-5.441, 2.850, 0.120)
H (-6.436, 1.550, -0.525)
H (-7.858, 3.313, 0.597)
H (-8.090, 3.432, -1.170)
H (-6.983, 4.481, -0.284)
C (6.030, 3.316, 3.878)
C (5.318, 2.132, 3.188)
N (4.411, 1.465, 4.130)
C (3.367, 0.666, 3.462)
C (3.909, -0.544, 2.669)
C (5.131, 0.718, 5.221)
C (4.214, 0.286, 6.326)
H (6.714, 2.904, 4.620)
H (5.375, 3.951, 4.475)
H (6.511, 3.936, 3.122)
H (4.749, 2.553, 2.359)
H (5.997, 1.421, 2.717)
H (2.629, 0.300, 4.176)
H (2.887, 1.325, 2.739)
H (4.535, -1.244, 3.223)
H (3.142, -1.174, 2.220)
H (4.507, -0.211, 1.820)
H (5.836, 1.408, 5.687)
H (5.657, -0.147, 4.819)
H (4.748, -0.218, 7.131)
H (3.455, -0.425, 5.999)
H (3.747, 1.188, 6.722)
C (1.530, 2.844, -2.291)
C (0.287, 2.380, -3.070)
N (-0.227, 3.374, -4.061)
C (-1.140, 2.657, -4.896)
C (-0.334, 1.927, -6.014)
C (-0.917, 4.482, -3.379)
C (-0.954, 5.663, -4.345)
H (1.896, 2.067, -1.619)
H (1.411, 3.728, -1.664)
H (2.358, 3.087, -2.957)
H (0.585, 1.450, -3.555)
H (-0.458, 2.155, -2.307)
H (-1.787, 2.023, -4.290)
H (-1.844, 3.360, -5.341)
H (0.013, 0.905, -5.858)
H (-1.042, 1.828, -6.837)
H (0.502, 2.564, -6.301)
H (-0.358, 4.778, -2.492)
H (-1.916, 4.214, -3.035)
H (-1.367, 6.574, -3.911)
H (-1.638, 5.466, -5.171)
H (0.041, 5.936, -4.696)
C (2.229, -4.064, 1.147)
C (3.301, -4.313, 0.051)
N (3.528, -5.746, -0.221)
C (4.213, -6.003, -1.504)
C (3.438, -5.634, -2.739)
C (4.318, -6.395, 0.824)
C (4.217, -7.940, 0.965)
H (1.328, -4.657, 0.992)
H (1.888, -3.029, 1.127)
H (2.627, -4.279, 2.138)
H (2.901, -3.898, -0.875)
H (4.223, -3.745, 0.169)
H (4.479, -7.054, -1.620)
H (5.200, -5.541, -1.498)
H (2.399, -5.941, -2.620)
H (3.889, -6.135, -3.596)
H (3.501, -4.558, -2.898)
H (5.343, -6.035, 0.740)
H (3.959, -6.028, 1.786)
H (4.708, -8.302, 1.868)
H (3.192, -8.301, 1.058)
H (4.673, -8.394, 0.086)
C (0.716, -2.248, 4.185)
C (0.018, -2.060, 5.559)
N (-1.256, -1.349, 5.465)
C (-1.911, -1.376, 6.812)
C (-3.434, -1.455, 6.692)
C (-1.250, -0.054, 4.787)
C (-0.643, 1.079, 5.580)
H (1.155, -1.323, 3.811)
H (-0.032, -2.622, 3.485)
H (1.413, -3.086, 4.209)
H (-0.246, -3.060, 5.904)
H (0.607, -1.567, 6.333)
H (-1.529, -2.186, 7.434)
H (-1.681, -0.440, 7.321)
H (-3.925, -0.611, 6.206)
H (-3.815, -2.161, 5.954)
H (-3.976, -1.549, 7.633)
H (-2.286, 0.092, 4.482)
H (-0.730, -0.187, 3.839)
H (0.414, 0.900, 5.778)
H (-1.153, 1.358, 6.503)
H (-0.690, 1.961, 4.942)
C (-0.321, -4.056, -4.934)
C (-0.562, -4.973, -3.696)
C (-0.504, -3.946, -2.572)
O (0.226, -2.803, -3.063)
C (0.667, -3.021, -4.379)
H (-1.243, -3.645, -5.345)
H (0.188, -4.643, -5.699)
H (0.223, -5.713, -3.542)
H (-1.528, -5.471, -3.779)
H (-0.060, -4.292, -1.639)
H (-1.505, -3.553, -2.388)
H (1.725, -3.265, -4.466)
H (0.563, -2.060, -4.883)
C (-0.852, -0.234, 0.576)
C (-0.448, -1.103, -0.649)
C (1.007, -0.805, -0.882)
O (1.460, -0.599, 0.447)
C (0.476, 0.225, 1.086)
H (-1.337, -0.949, 1.241)
H (-1.488, 0.635, 0.406)
H (-0.987, -0.936, -1.581)
H (-0.565, -2.158, -0.400)
H (1.077, 0.025, -1.585)
H (1.542, -1.641, -1.334)
H (0.628, 1.283, 0.870)
H (0.574, 0.146, 2.169)
C (-0.871, 4.045, 0.212)
C (-1.403, 3.738, 1.647)
C (-1.279, 5.120, 2.379)
O (-0.404, 5.916, 1.594)
C (-0.605, 5.525, 0.235)
H (-1.595, 3.804, -0.567)
H (0.044, 3.487, 0.011)
H (-0.734, 2.962, 2.018)
H (-2.433, 3.387, 1.583)
H (-0.991, 5.041, 3.427)
H (-2.233, 5.638, 2.476)
H (0.298, 5.729, -0.340)
H (-1.390, 6.112, -0.241)
C (-2.431, -1.158, -4.670)
O (-3.771, -0.600, -4.775)
H (-2.046, -1.499, -5.631)
H (-1.784, -0.365, -4.297)
H (-2.409, -1.929, -3.899)
H (-4.353, -1.362, -4.744)
C (3.052, -0.636, -3.994)
O (4.370, -0.386, -4.439)
H (2.759, 0.142, -3.288)
H (2.359, -0.524, -4.828)
H (2.982, -1.604, -3.498)
H (4.922, -0.551, -3.671)
C (-4.189, -1.002, 0.936)
O (-4.565, -2.204, 1.601)
H (-3.826, -0.123, 1.468)
H (-3.434, -1.158, 0.166)
H (-5.099, -0.676, 0.433)
H (-3.932, -2.421, 2.290)

***

Entry 3:
Formula: CH2F2O2
Source: OMol25
Level of theory: wB97M-V/def2-TZVPD

**2S+1**: 3
**Energy relative to the best compared isomer or geometry (same formula, charge and spin)**: 20.50 kcal/mol
**Orbital gap (spin up / spin down)**: 6.300 / 7.958 eV
**<S²>**: 2.00

CARTESIAN COORDINATES (ANGSTROEM)
C (-0.061, -0.630, 1.009)
O (-0.147, 0.301, 1.688)
O (0.371, 0.664, -1.216)
F (1.041, -1.332, 0.715)
F (-1.025, -1.160, 0.265)
H (-0.641, 0.521, -1.468)
H (0.463, 1.636, -0.994)

***

Entry 4:
Formula: C9H14Br2N4S2Sc
Source: OMol25
Level of theory: wB97M-V/def2-TZVPD

**2S+1**: 1
**Energy relative to the best compared isomer or geometry (same formula, charge and spin)**: 0.00 kcal/mol
**Charge**: +1
**Orbital gap (spin up / spin down)**: 4.044 / 4.287 eV

CARTESIAN COORDINATES (ANGSTROEM)
Sc (0.772, 0.992, 0.498)
N (-0.812, -0.623, 1.394)
C (-1.866, -1.243, 0.507)
C (-1.463, -2.428, -0.376)
C (-0.159, -3.184, 0.080)
C (1.116, -2.550, -0.594)
N (1.658, -1.348, 0.153)
H (-0.223, -1.343, 1.873)
H (-1.344, -0.078, 2.008)
H (-2.353, -0.381, -0.118)
H (-2.617, -1.757, 1.188)
H (-1.347, -2.034, -1.388)
H (-2.308, -3.151, -0.371)
H (-0.236, -4.234, -0.285)
H (-0.065, -3.230, 1.213)
H (0.920, -2.283, -1.668)
H (1.809, -3.390, -0.430)
H (2.692, -1.268, -0.095)
H (1.789, -1.673, 1.121)
S (0.198, 0.819, -1.966)
C (-0.628, 2.254, -1.330)
S (-0.696, 2.861, 0.391)
C (-1.209, 3.245, -2.137)
C (-2.580, 3.607, -2.144)
N (-3.670, 3.954, -2.337)
C (-0.388, 3.965, -3.136)
N (0.144, 4.577, -3.987)
Br (1.012, 1.332, 3.364)
C (2.580, 2.119, 2.543)
Br (3.298, 1.618, 0.477)
H (3.367, 1.674, 3.103)
H (2.610, 3.180, 2.449)

***

Entry 5:
Formula: C33H42Cl2N3O2SSi2TeTi
Source: OMol25
Level of theory: wB97M-V/def2-TZVPD

**2S+1**: 2
**Energy relative to the best compared isomer or geometry (same formula, charge and spin)**: 61.37 kcal/mol
**Orbital gap (spin up / spin down)**: 6.695 / 5.099 eV
**<S²>**: 0.77

CARTESIAN COORDINATES (ANGSTROEM)
Ti (1.092, -0.227, -0.472)
O (-0.495, 0.282, -1.382)
C (-1.294, -0.122, -2.361)
C (-2.237, 0.737, -2.935)
C (-3.125, 0.280, -3.888)
C (-3.100, -1.046, -4.324)
C (-2.137, -1.885, -3.810)
C (-1.226, -1.433, -2.850)
C (-0.131, -2.282, -2.478)
N (0.788, -1.948, -1.657)
N (1.861, -2.837, -1.614)
C (2.653, -2.482, -0.672)
O (2.361, -1.467, 0.122)
C (3.932, -3.198, -0.495)
C (4.201, -4.375, -1.192)
C (5.416, -5.017, -1.016)
C (6.369, -4.487, -0.150)
C (6.101, -3.317, 0.545)
C (4.881, -2.676, 0.376)
H (-2.283, 1.768, -2.618)
H (-3.856, 0.969, -4.301)
H (-3.806, -1.400, -5.065)
H (-2.062, -2.913, -4.152)
H (-0.012, -3.232, -2.990)
H (3.452, -4.764, -1.870)
H (5.623, -5.932, -1.553)
H (7.320, -4.989, -0.020)
H (6.839, -2.904, 1.220)
H (4.655, -1.768, 0.923)
Cl (2.965, 1.186, 2.477)
C (2.859, 1.092, 0.690)
Cl (2.316, 0.681, -2.177)
H (3.566, 0.342, 0.393)
H (3.174, 2.052, 0.305)
C (0.507, -5.267, -0.233)
C (-0.576, -4.697, 0.646)
C (-1.596, -5.555, 1.135)
C (-2.551, -5.052, 1.960)
C (-2.501, -3.691, 2.335)
C (-3.442, -3.140, 3.235)
C (-3.329, -1.838, 3.620)
C (-2.290, -1.041, 3.102)
C (-1.375, -1.529, 2.201)
S (-0.112, -0.403, 1.711)
C (-1.454, -2.901, 1.797)
N (-0.522, -3.420, 0.946)
H (0.373, -6.339, -0.374)
H (1.486, -5.091, 0.218)
H (0.522, -4.779, -1.209)
H (-1.596, -6.600, 0.850)
H (-3.346, -5.681, 2.350)
H (-4.233, -3.774, 3.622)
H (-4.033, -1.406, 4.323)
H (-2.197, -0.009, 3.422)
C (0.189, 6.107, 1.113)
Si (1.711, 5.401, 0.288)
C (2.347, 6.646, -0.947)
C (2.994, 5.057, 1.589)
C (1.338, 3.803, -0.651)
Te (0.344, 2.354, 0.602)
C (-1.522, 3.014, -0.210)
Si (-3.141, 2.324, 0.485)
C (-4.489, 3.384, -0.261)
C (-3.558, 0.559, 0.076)
C (-3.060, 2.620, 2.328)
H (0.472, 6.996, 1.688)
H (-0.266, 5.393, 1.809)
H (-0.570, 6.412, 0.380)
H (2.579, 7.603, -0.461)
H (1.600, 6.835, -1.727)
H (3.261, 6.284, -1.435)
H (3.161, 5.951, 2.203)
H (3.954, 4.773, 1.141)
H (2.680, 4.246, 2.255)
H (2.265, 3.366, -1.028)
H (0.680, 3.973, -1.507)
H (-1.421, 2.905, -1.284)
H (-1.512, 4.082, 0.022)
H (-4.522, 3.250, -1.350)
H (-4.336, 4.451, -0.052)
H (-5.472, 3.098, 0.139)
H (-4.050, 0.503, -0.901)
H (-4.247, 0.169, 0.833)
H (-2.682, -0.091, 0.058)
H (-3.101, 3.695, 2.547)
H (-2.128, 2.227, 2.744)
H (-3.895, 2.139, 2.850)

***

Entry 6:
Formula: C5H7I
Source: OMol25
Level of theory: wB97M-V/def2-TZVPD

**2S+1**: 1
**Energy relative to the best compared isomer or geometry (same formula, charge and spin)**: 65.39 kcal/mol
**Orbital gap**: 9.667 eV

CARTESIAN COORDINATES (ANGSTROEM)
C (0.778, 1.558, -0.117)
C (0.283, 1.652, -1.200)
C (0.106, -0.310, 1.576)
C (-0.539, -0.406, 0.480)
C (-0.128, -1.195, -0.695)
I (-2.549, 0.164, -0.072)
H (1.460, 1.726, 0.721)
H (-0.382, 1.467, -1.983)
H (1.078, -0.668, 1.712)
H (-0.248, 0.181, 2.547)
H (0.980, -1.428, -0.581)
H (-0.108, -0.595, -1.673)
H (-0.730, -2.146, -0.716)

***

Entry 7:
Formula: C19H50BIN3O2P2
Source: OMol25
Level of theory: wB97M-V/def2-TZVPD

**2S+1**: 1
**Charge**: +1
**Orbital gap**: 5.968 eV

CARTESIAN COORDINATES (ANGSTROEM)
C (5.003, -1.193, 1.993)
C (4.110, -1.742, 0.904)
O (2.897, -0.960, 0.712)
P (1.559, -1.587, 1.280)
P (1.498, -1.859, 3.483)
N (0.152, -1.355, 4.134)
B (1.048, -3.285, 0.418)
O (1.985, -3.937, -0.303)
C (-0.397, -3.820, 0.659)
C (-0.265, -5.216, 1.305)
C (0.278, -0.411, 0.790)
I (0.114, -0.740, -1.325)
C (0.647, 1.056, 1.100)
C (-0.157, 1.634, 2.250)
H (4.459, -0.842, 2.859)
H (5.658, -0.422, 1.619)
H (5.643, -2.001, 2.328)
H (3.904, -2.796, 1.071)
H (4.643, -1.685, -0.033)
H (1.651, -3.246, 3.689)
H (2.630, -1.245, 4.048)
H (-0.481, -0.937, 3.462)
H (1.918, -3.751, -1.261)
H (-0.943, -3.151, 1.316)
H (-0.881, -3.890, -0.309)
H (-0.100, -5.147, 2.371)
H (-1.155, -5.791, 1.092)
H (0.561, -5.761, 0.869)
H (-0.651, -0.702, 1.260)
H (1.715, 1.166, 1.240)
H (0.410, 1.629, 0.215)
H (0.097, 2.675, 2.390)
H (-1.215, 1.592, 2.000)
H (-0.012, 1.102, 3.180)
C (-0.108, 2.004, -5.032)
C (1.151, 2.472, -5.745)
N (1.906, 3.446, -4.984)
C (2.926, 4.129, -5.764)
C (4.088, 3.298, -6.320)
C (2.297, 3.033, -3.651)
C (3.133, 1.753, -3.510)
H (-0.727, 2.852, -4.738)
H (-0.694, 1.371, -5.699)
H (0.117, 1.418, -4.139)
H (0.852, 2.944, -6.683)
H (1.754, 1.591, -6.020)
H (3.329, 4.946, -5.160)
H (2.419, 4.613, -6.603)
H (4.797, 3.013, -5.544)
H (4.639, 3.888, -7.054)
H (3.743, 2.394, -6.823)
H (1.386, 2.910, -3.055)
H (2.826, 3.864, -3.179)
H (2.737, 0.933, -4.112)
H (3.128, 1.425, -2.467)
H (4.174, 1.910, -3.789)
C (-3.586, -0.538, 0.369)
C (-3.534, -0.833, 1.862)
N (-3.755, 0.340, 2.678)
C (-3.408, 0.144, 4.077)
C (-4.210, -0.880, 4.885)
C (-4.995, 1.058, 2.421)
C (-6.312, 0.284, 2.552)
H (-2.908, 0.283, 0.118)
H (-3.271, -1.423, -0.189)
H (-4.585, -0.277, 0.024)
H (-2.531, -1.211, 2.104)
H (-4.230, -1.655, 2.087)
H (-3.455, 1.112, 4.580)
H (-2.351, -0.149, 4.113)
H (-5.208, -0.518, 5.127)
H (-3.704, -1.076, 5.831)
H (-4.306, -1.833, 4.364)
H (-4.942, 1.471, 1.410)
H (-5.021, 1.931, 3.076)
H (-6.272, -0.686, 2.055)
H (-7.117, 0.854, 2.084)
H (-6.595, 0.124, 3.590)

***

Entry 8:
Formula: C6H5N2S
Source: OMol25
Level of theory: wB97M-V/def2-TZVPD

**2S+1**: 1
**Energy relative to the best compared isomer or geometry (same formula, charge and spin)**: 84.02 kcal/mol
**Charge**: +1
**Orbital gap (spin up / spin down)**: 6.865 / 6.757 eV

CARTESIAN COORDINATES (ANGSTROEM)
C (2.015, -0.340, -0.057)
C (0.772, 1.589, 0.112)
C (0.797, -1.153, -0.003)
C (-1.721, 1.373, -0.072)
C (-2.367, -1.203, 0.125)
C (-0.445, 0.819, 0.043)
N (1.907, 0.960, -0.034)
N (-0.278, -0.482, 0.006)
S (-3.048, 0.264, -0.058)
H (3.116, -0.763, -0.124)
H (0.662, 2.689, 0.086)
H (0.835, -2.247, -0.059)
H (-2.018, 2.328, 0.084)
H (-2.259, -2.322, 0.174)

***

Entry 9:
Formula: C20H24N6O2
Source: OMol25
Level of theory: wB97M-V/def2-TZVPD

**SMILES string**: Cc1ccc(NC(=O)CCc2nnc3ccc(N4CCOCC4)nn23)cc1C
**2S+1**: 1
**Energy relative to the best compared isomer or geometry (same formula, charge and spin)**: 21.63 kcal/mol
**Orbital gap**: 8.458 eV

CARTESIAN COORDINATES (ANGSTROEM)
C (-2.343, -3.331, 0.598)
C (-1.188, -2.432, 0.922)
C (-1.394, -1.235, 1.593)
C (-0.353, -0.375, 1.891)
C (0.937, -0.713, 1.506)
N (2.036, 0.133, 1.702)
C (2.021, 1.487, 1.862)
O (1.035, 2.135, 2.137)
C (3.378, 2.119, 1.600)
C (3.504, 2.422, 0.092)
C (3.273, 1.207, -0.729)
N (4.154, 0.307, -1.109)
N (3.537, -0.671, -1.766)
C (2.249, -0.385, -1.793)
C (1.108, -1.059, -2.275)
C (-0.105, -0.510, -2.018)
C (-0.201, 0.739, -1.307)
N (-1.390, 1.302, -1.013)
C (-1.446, 2.458, -0.138)
C (-2.697, 2.376, 0.726)
O (-3.897, 2.346, -0.032)
C (-3.726, 1.846, -1.337)
C (-2.664, 0.749, -1.419)
N (0.869, 1.401, -0.914)
N (2.039, 0.813, -1.138)
C (1.159, -1.927, 0.861)
C (0.116, -2.786, 0.560)
C (0.389, -4.073, -0.155)
H (-2.210, -4.308, 1.062)
H (-3.276, -2.904, 0.957)
H (-2.423, -3.486, -0.478)
H (-2.397, -0.970, 1.899)
H (-0.533, 0.552, 2.408)
H (2.923, -0.281, 1.442)
H (4.185, 1.455, 1.912)
H (3.444, 3.054, 2.155)
H (2.754, 3.165, -0.183)
H (4.502, 2.809, -0.115)
H (1.229, -1.991, -2.801)
H (-1.005, -1.013, -2.329)
H (-1.451, 3.382, -0.729)
H (-0.558, 2.459, 0.497)
H (-2.643, 1.475, 1.351)
H (-2.761, 3.249, 1.380)
H (-4.698, 1.451, -1.643)
H (-3.450, 2.660, -2.024)
H (-2.613, 0.398, -2.453)
H (-2.947, -0.092, -0.772)
H (2.166, -2.197, 0.572)
H (-0.182, -4.127, -1.082)
H (1.446, -4.163, -0.394)
H (0.098, -4.922, 0.462)

***

Question: Among the records above, which one has the highest 2S+1?
Answer: CH2F2O2

***

Question: The highest 2S+1 belongs to which entry?
Answer: CH2F2O2